(1)
The following is a quantum chemistry calculation of a 2-piece molecular cluster, NO5S overall, from the Open Molecules 2025 dataset.

Values from the calculation:
ΔE to the lowest compared entry with this formula, charge and spin: 1.936 eV
net charge: -1
E_HOMO (alpha / beta): -5.45 / -3.43 eV
gap between HOMO and LUMO (alpha / beta): 8.394 / 5.087 eV
2S+1: 1
LUMO (alpha / beta): 2.95 / 1.66 eV

Structure (XYZ):
```
7
Properties=species:S:1:pos:R:3:nbo_charge:R:1
S 1.44 -0.11 0.07 2.216
O -2.74 -0.78 0.41 -0.414
O 1.94 -0.44 1.38 -0.923
O 1.22 1.30 -0.22 -0.897
O -1.97 1.05 -0.56 -0.417
O 1.97 -0.93 -1.03 -0.922
N -1.86 -0.08 -0.05 0.355
```

=====

(2)
The following is a quantum chemistry calculation of a 2-piece molecular cluster, C4H6N2O overall, from the Open Molecules 2025 dataset.

Values from the calculation:
ΔE to the lowest compared entry with this formula, charge and spin: 2.023 eV
net charge: 0
E_HOMO: -9.13 eV
gap between HOMO and LUMO: 8.831 eV
2S+1: 1
structure (SMILES): [H]/N=C1\C=CNC1=O.[H][H]
LUMO: -0.30 eV

Structure (XYZ):
```
13
Properties=species:S:1:pos:R:3:nbo_charge:R:1
O -1.41 -1.37 0.00 -0.525
N -1.68 1.12 1.55 -0.519
N 0.72 -0.54 -0.40 -0.629
C -0.63 0.79 0.92 0.151
C -0.56 -0.52 0.14 0.628
C 0.68 1.43 0.73 -0.373
C 1.42 0.61 -0.04 0.061
H -1.55 2.03 2.01 0.334
H 2.43 0.74 -0.40 0.221
H 1.00 2.38 1.14 0.233
H 1.06 -1.28 -0.99 0.426
H -0.89 -2.56 -2.01 0.023
H -0.58 -2.84 -2.63 -0.030
```

=====

- Which formula does entry 2 have?
  C4H6N2O

=====

- Among the records above, which one has the lowest net charge?
  NO5S